Density functional theory data (the ωB97M-V functional and the def2-TZVPD basis) for one molecule with the formula C6H10N4S in a non-equilibrium geometry.

Last column: Mulliken charge in e.
Cartesian coordinates (Å):
1 C -2.619 0.672 0.182  0.576
2 C -1.149 -1.630 0.171  -0.597
3 C -0.102 -0.942 -0.667  -0.763
4 C 1.200 -0.364 0.005  0.541
5 C 2.499 -0.853 0.109  -0.782
6 C 2.636 1.385 0.363  -0.250
7 H -1.978 2.651 -0.452  0.264
8 H -0.887 1.737 0.337  0.278
9 H -4.260 -0.322 -0.519  0.249
10 H -1.829 -2.187 -0.438  0.373
11 H -0.744 -2.453 0.732  0.433
12 H 0.243 -1.693 -1.526  0.328
13 H -0.548 0.002 -1.130  0.322
14 H 2.891 -1.812 0.083  0.456
15 H 4.308 0.127 0.529  0.185
16 H 3.162 2.348 0.719  0.318
17 N -1.864 1.891 0.219  -0.505
18 N -3.694 0.580 -0.528  -0.750
19 N 3.322 0.203 0.425  -0.037
20 N 1.307 1.079 0.110  -0.417
21 S -1.895 -0.421 1.275  -0.223

Results
Max |F|, eV/Å: 4.0
SMILES: [H]/N=C(/N)SCCc1c[nH]cn1
Energy relative to the best compared isomer or geometry (same formula, charge and spin), eV: 1.542
Frontier orbital gap, eV: 9.2382
E_LUMO, eV: 0.643